Entry 1:
Formula: C15H26BBrF6LaN2O6PS2
Source: OMol25
Level of theory: ωB97M-V/def2-TZVPD

Element x y z (Å)
O 0.968 0.263 -0.002
O 1.438 -3.484 2.603
H -1.633 3.869 -0.459
H -2.879 0.557 2.621
H 1.765 -2.056 -1.716
F 0.174 -1.737 3.796
C 2.747 -2.022 -1.237
Br 5.580 -1.888 -2.121
C -0.398 -0.048 -2.042
O -0.873 -3.565 2.495
C -3.527 1.382 0.051
C 2.682 -0.453 2.813
H -3.449 -1.458 0.744
H 3.574 -0.177 -1.968
H 3.342 2.734 -0.330
H -2.836 0.318 -1.615
H -0.132 0.611 2.446
H -5.475 0.512 -0.573
C -0.812 -1.379 -2.732
B -0.528 2.254 -0.270
H -1.732 -0.345 3.359
F -2.047 -1.398 -3.204
H -5.169 0.472 1.224
H -2.780 -1.976 -0.881
H 0.637 -2.607 0.288
N -2.042 0.002 2.450
O -0.801 -1.336 0.448
C 2.818 3.557 0.175
H 3.119 -2.288 0.849
H -3.215 1.872 0.987
H 2.733 3.262 1.231
O -1.266 3.143 -0.985
H -1.313 1.804 1.940
H 3.630 -0.695 0.227
H -5.549 2.002 0.409
H -4.303 -1.216 -0.768
C -3.300 -1.197 -0.311
C 1.566 -0.734 0.757
H 1.368 3.237 -1.457
C -2.661 0.223 -0.527
S 0.246 -2.711 2.543
La 6.020 -4.153 -1.373
H 3.237 -1.365 -3.227
C 1.386 3.619 -0.426
S 3.587 -1.170 3.867
P -0.789 0.273 -0.143
C -5.043 1.033 0.288
C -1.038 0.742 1.834
C 3.663 -1.243 -2.219
F -0.862 0.940 -2.859
O 0.559 2.757 0.408
F -0.050 -1.453 -3.856
C 2.827 -1.447 0.200
H 3.150 -3.067 -1.253
C 0.401 -1.780 0.988
F 0.942 0.097 -2.300
H 3.343 4.515 0.105
N 2.152 0.086 1.879
H 1.016 4.654 -0.377
F -0.590 -2.527 -2.093
H -3.579 2.187 -0.698

Cartesian forces, eV/Å:
O -0.4 -1.8 0.7
O 1.4 1.4 0.4
H 0.3 0.1 -0.2
H -0.3 -0.4 -0.6
H 0.1 -0.1 0.4
F -0.1 0.0 -1.0
C 1.5 0.2 -0.6
Br -1.0 4.6 -1.5
C 1.3 1.9 -1.6
O -2.0 1.2 0.2
C -1.4 0.2 -0.3
C 1.8 -0.8 1.1
H 0.4 -0.1 -0.3
H 0.7 -0.2 -0.1
H 0.2 0.5 0.2
H 0.8 0.3 0.3
H 0.7 -0.4 -1.5
H 0.0 0.1 0.4
C 0.2 -1.1 -2.6
B 1.8 3.8 0.8
H 0.0 -1.1 -0.5
F -0.5 0.5 0.9
H -0.2 -0.1 -0.4
H 0.1 0.1 0.6
H 0.3 -0.2 0.9
N 0.8 1.9 0.3
O 0.7 1.0 0.8
C -0.8 -0.6 -0.2
H -0.4 0.6 0.3
H 0.4 -0.2 -0.2
H 0.0 0.3 -0.3
O -1.0 -1.5 -0.1
H 0.2 -0.3 -1.1
H -0.2 -0.3 0.1
H 0.0 -0.4 0.0
H 0.3 0.2 0.2
C -0.6 0.4 -0.3
C 0.7 1.5 0.4
H 0.0 0.3 0.3
C -1.0 -1.2 0.2
S 1.0 -3.0 -0.4
La 1.3 -5.1 1.6
H 0.9 -0.1 0.0
C 1.2 0.6 0.7
S -0.4 0.4 0.1
P -0.2 -2.4 -2.9
C 0.9 0.5 0.2
C -1.8 1.7 5.1
C -2.9 0.8 0.3
F -1.2 -0.3 0.6
O -1.1 -1.2 -0.6
F 0.2 0.2 0.5
C -0.1 -0.2 -1.1
H -0.5 0.2 0.2
C -0.1 -0.1 -1.3
F -0.2 -0.9 0.6
H 0.0 -0.3 -0.2
N -1.8 -0.8 0.0
H -0.2 -0.4 -0.1
F 0.1 0.4 0.9
H 0.4 -0.2 0.3

* DFT total energy: -5514.59632 Eh
* HOMO energy: -11.67 eV
* net charge: +2
* E_LUMO: -9.8 eV

Löwdin atomic charge list, values in e, 5 entries:
1 O -0.20
2 O -0.25
3 H 0.16
4 H 0.13
5 H 0.09

Entry 2:
Formula: C15H26CdF6NO3P2
Source: OMol25
Level of theory: ωB97M-V/def2-TZVPD

Element x y z (Å)
H 3.557 -4.671 -1.606
C 1.389 -2.289 1.794
O -2.676 -1.853 -0.922
C 2.609 -3.598 0.015
H 0.773 0.504 3.350
H -1.036 -3.119 3.312
F 1.084 5.516 0.912
F 2.113 3.747 1.696
F 1.888 4.013 -0.468
F -1.967 2.764 2.165
H -0.512 3.884 -1.311
O -3.887 -1.245 1.315
H 1.608 2.109 -1.795
H 2.252 -3.362 -3.370
O 0.214 2.048 0.521
F -0.040 3.087 3.171
C 1.687 1.162 -2.345
C 1.257 -2.182 -1.900
C -1.354 -2.573 2.412
H -3.258 -2.298 -1.576
H -4.659 -1.463 1.859
H -1.955 3.481 -0.353
H -1.418 -3.284 1.578
C -0.817 3.519 2.147
H 3.081 -4.123 0.839
H -0.834 -0.018 3.937
P 0.089 0.295 -2.347
H -1.118 2.056 -3.490
C 2.845 -3.901 -1.323
C 0.443 -1.399 -2.921
H 2.015 1.374 -3.371
H 2.226 -1.722 2.239
H -2.341 -2.111 2.546
C -0.108 3.358 0.728
C 0.131 -0.365 3.541
C 1.686 -2.598 0.336
H 2.456 0.551 -1.856
C -0.845 1.017 -3.734
H -3.262 -1.764 -0.094
H 0.971 -1.367 -3.885
C -0.987 3.989 -0.330
H -0.581 -1.868 -2.991
H -1.143 5.048 -0.113
F -1.186 4.806 2.423
H -1.760 0.426 -3.900
H -3.829 -0.258 1.304
H 1.269 -3.230 2.358
N 1.049 -1.888 -0.607
C 2.143 -3.192 -2.297
C 1.260 4.167 0.740
Cd -0.761 0.113 0.031
H 0.624 -1.001 4.287
P -0.135 -1.289 2.009
H -0.251 1.000 -4.661

Cartesian forces, eV/Å:
H -0.1 0.1 0.1
C 0.2 0.3 -0.3
O -1.2 -0.2 0.6
C -0.4 0.2 0.0
H -0.2 -0.1 0.0
H -0.2 0.2 -0.2
F 0.1 -1.2 -0.1
F -0.5 0.2 -0.7
F -0.4 0.1 0.9
F 0.7 0.4 0.0
H 0.0 0.0 0.2
O -0.3 1.4 0.4
H -0.1 -0.3 -0.1
H 0.2 -0.2 0.4
O -0.5 -0.3 0.0
F -0.7 0.2 -0.7
C 0.2 0.2 0.0
C 0.2 -0.3 0.1
C -0.1 -0.2 0.2
H 0.6 0.5 0.5
H 0.1 0.1 -0.2
H 0.1 0.1 0.0
H 0.0 0.2 0.1
C 0.2 0.4 -0.2
H 0.1 -0.1 -0.3
H 0.3 0.0 -0.1
P 0.0 0.3 -0.2
H 0.1 -0.4 -0.1
C -0.2 0.3 0.0
C -0.4 -0.4 0.3
H -0.1 -0.1 0.1
H -0.2 -0.2 -0.2
H 0.5 -0.3 0.1
C 0.7 0.0 0.9
C 0.2 0.1 0.3
C 0.2 -0.1 -0.4
H -0.2 0.1 0.0
C -0.2 0.0 -0.1
H 0.9 -0.3 -1.4
H -0.4 -0.2 0.1
C -0.3 0.2 -0.2
H 1.0 0.3 -0.3
H -0.1 -0.1 -0.2
F 0.3 -1.2 -0.2
H 0.3 0.3 0.1
H -0.3 -1.1 0.1
H 0.1 0.4 -0.1
N 0.2 -0.4 0.0
C -0.3 0.5 -0.1
C 0.0 0.4 0.1
Cd 0.9 0.6 -0.2
H -0.2 0.1 -0.1
P -0.5 -0.3 0.5
H -0.1 0.1 0.3

* DFT total energy: -2317.16256 Eh
* HOMO energy: -11.67 eV
* net charge: +1
* E_LUMO: -3.4 eV

Löwdin atomic charge list, values in e, 5 entries:
1 H 0.12
2 C -0.27
3 O -0.18
4 C -0.01
5 H 0.05

Entry 3:
Formula: C15H26GaO5
Source: OMol25
Level of theory: ωB97M-V/def2-TZVPD

Element x y z (Å)
H 2.643 0.875 -0.178
H -5.703 4.902 -0.907
H 0.497 -5.437 1.195
H 0.597 -4.640 -0.354
C -3.151 3.997 -3.361
O -1.097 2.149 -1.126
H 0.193 -0.837 2.414
H 4.872 -3.966 -0.964
H 4.282 1.237 0.403
H 2.771 -3.981 1.639
H 0.576 1.569 0.695
O 2.814 1.793 1.692
C 1.750 1.256 2.453
H 1.070 -2.684 1.739
H -1.545 -2.478 0.340
C 2.449 -4.536 0.749
H 2.852 -5.548 0.865
H 2.548 -4.406 -2.199
C 0.274 -3.270 1.273
C -3.112 3.224 -0.517
H 2.028 0.254 2.810
O -1.122 2.828 -3.602
O -5.141 4.402 -0.280
H -0.207 -2.762 -0.750
C 3.292 0.898 0.703
H 2.963 -2.110 -0.964
H -0.698 -0.357 -0.441
Ga 3.274 -3.708 -0.923
C 0.402 1.189 1.705
H -0.554 2.308 -2.995
C -4.198 4.391 -2.455
H 3.366 -0.125 1.084
C 0.913 -4.553 0.692
C -0.236 -0.208 1.629
H 0.961 -0.809 -0.075
O -5.175 5.058 -2.760
H -1.307 -0.142 1.858
C -0.456 -2.384 0.245
H -0.297 1.890 2.169
C -2.139 3.254 -2.882
H -0.414 -3.538 2.081
C -0.072 -0.902 0.275
H -3.212 4.308 -4.394
H -3.047 2.914 0.516
H 1.677 1.904 3.329
C -2.062 2.821 -1.427
C -4.119 3.965 -1.000

Cartesian forces, eV/Å:
H 0.0 0.0 0.0
H 0.0 0.0 -0.1
H 0.0 0.1 0.1
H 0.0 -0.1 0.0
C 0.0 0.0 -0.1
O 0.0 0.0 0.0
H 0.0 0.0 0.0
H 0.0 0.0 0.0
H 0.0 0.0 0.0
H 0.0 -0.1 0.0
H -0.1 0.0 0.0
O 0.1 0.0 0.1
C -0.1 -0.1 0.0
H 0.0 0.0 0.0
H 0.0 0.0 0.1
C 0.0 0.1 0.0
H -0.1 0.0 -0.1
H 0.0 0.0 0.0
C 0.0 0.0 -0.1
C 0.0 0.0 0.1
H 0.0 0.0 0.0
O 0.0 0.0 -0.1
O 0.0 0.0 0.1
H 0.0 0.1 0.0
C -0.1 0.0 -0.1
H 0.0 0.1 0.0
H 0.1 0.0 -0.1
Ga 0.0 0.0 0.0
C 0.1 0.0 -0.1
H 0.0 0.0 0.0
C 0.0 0.0 0.0
H 0.0 0.0 0.0
C 0.0 0.0 0.0
C -0.1 -0.2 0.1
H 0.0 0.0 0.1
O 0.0 0.0 0.0
H 0.0 0.0 0.0
C 0.1 0.0 -0.1
H 0.0 0.0 0.0
C 0.0 0.0 0.1
H 0.0 0.1 0.0
C 0.0 0.1 0.0
H 0.0 0.0 0.0
H 0.0 0.0 0.0
H 0.0 0.0 0.0
C 0.0 0.0 0.0
C 0.0 0.0 -0.1

* DFT total energy: -2888.08365 Eh
* HOMO energy: -4.41 eV
* net charge: -1
* E_LUMO: 0.1 eV

Löwdin atomic charge list, values in e, 5 entries:
1 H 0.07
2 H 0.11
3 H 0.08
4 H 0.06
5 C 0.07

Entry 4:
Formula: C15H26NO10PS2
Source: OMol25
Level of theory: ωB97M-V/def2-TZVPD

Element x y z (Å)
O 1.123 0.359 1.812
C -2.522 1.668 -0.558
P -2.369 -1.020 1.639
H -3.014 1.201 -3.381
H 7.046 -1.414 2.904
H -2.142 3.775 -0.685
O 0.040 1.400 -2.207
S 4.888 -1.950 3.794
O -1.902 -1.050 3.039
C 1.426 -0.488 0.715
H 6.880 -3.141 3.312
H -3.170 1.464 0.291
H 5.410 0.369 3.491
C -1.680 2.916 -0.198
H -0.405 -4.529 1.125
C 6.671 -2.125 3.641
C 4.913 -0.216 4.265
O -0.393 -0.308 -4.842
O -0.739 3.206 1.978
S -1.475 0.612 -5.025
O 2.349 0.844 2.309
H 3.884 0.121 4.371
O -2.172 0.269 -6.426
H -3.541 -0.245 1.518
H 2.004 -1.335 1.087
H -2.713 -2.269 1.098
H -1.457 0.387 -7.073
C -0.423 0.487 -1.580
C -0.163 -3.563 0.745
O -1.184 2.012 -5.002
H -2.497 -1.632 -0.997
H -3.671 0.063 -4.527
H -1.633 -1.437 -3.182
H -3.202 1.901 -1.371
C -1.164 -0.224 0.521
C 0.005 -2.429 0.426
C -1.729 0.386 -0.823
H 7.136 -1.952 4.611
C -2.811 0.269 -3.893
O 4.326 -2.031 2.421
H 1.078 -0.875 -1.807
H 5.434 -0.109 5.217
H -2.978 4.328 2.160
O -2.972 3.450 1.762
H 2.701 1.489 1.676
N 0.169 -0.763 -1.379
C -2.572 -0.936 -2.973
H -0.841 0.640 1.108
H -3.353 -1.659 -3.201
H 2.057 0.047 0.002
C -1.709 3.213 1.273
H -3.708 -0.376 -1.241
C -2.683 -0.668 -1.466
C 0.102 -1.009 0.068
H -0.656 2.873 -0.541

Cartesian forces, eV/Å:
O -0.1 0.4 -0.5
C 0.6 0.3 0.2
P 0.4 0.1 0.8
H 0.2 0.1 0.1
H 0.0 0.0 0.0
H 0.0 0.1 -0.1
O -0.2 0.1 -0.3
S -0.1 0.0 0.1
O 0.1 -0.2 0.1
C 0.2 -0.3 0.7
H 0.0 0.0 0.0
H -0.2 0.0 0.0
H 0.0 -0.1 0.0
C -0.6 0.1 -0.1
H 0.2 0.0 -0.1
C 0.1 0.0 0.0
C 0.0 0.1 0.0
O -0.1 -0.2 -0.1
O -0.2 0.3 -0.1
S 0.7 0.5 0.5
O 0.6 -0.3 0.8
H 0.0 -0.1 0.0
O 0.0 0.0 0.2
H 0.0 -0.1 -0.4
H 0.1 0.0 0.0
H -0.1 0.1 -0.2
H -0.2 -0.1 -0.2
C -0.1 -0.7 -0.3
C -0.3 -0.8 0.5
O -0.2 0.0 -0.2
H -0.1 -0.1 0.0
H 0.0 0.1 -0.1
H 0.2 0.2 -0.1
H 0.1 0.0 -0.3
C -0.4 1.1 -0.9
C -0.3 0.6 -0.7
C -0.8 -0.4 0.8
H 0.0 0.0 0.0
C -0.2 -0.5 -0.3
O 0.1 0.0 -0.1
H 0.1 0.0 0.0
H 0.0 0.0 0.0
H 0.0 -0.2 0.5
O -0.1 0.3 -0.6
H -0.6 0.1 -0.3
N 0.0 0.4 0.2
C -0.4 0.0 0.3
H 0.1 -0.1 0.3
H 0.0 -0.2 0.0
H -0.2 0.2 -0.2
C 0.7 -0.3 0.3
H -0.1 0.0 0.2
C 0.4 0.1 -0.5
C 0.8 -0.4 0.5
H 0.1 -0.2 0.0

* DFT total energy: -2531.84887 Eh
* HOMO energy: -8.88 eV
* ΔE to the lowest compared entry with this formula, charge and spin: 7.52 kcal/mol
* net charge: 0
* E_LUMO: 0.4 eV

Löwdin atomic charge list, values in e, 5 entries:
1 O -0.14
2 C -0.10
3 P 0.73
4 H 0.09
5 H 0.06